Entry 1:
C19H15Cl2NO4 | wB97M-V/def2-TZVPD

As for the spin multiplicity: 1. As for the total charge: 0. The calculation puts the relative energy (zero: lowest compared OMol25 entry of this formula, charge and spin) at 0.0 kcal per mole. The structure (SMILES) is CCOc1cc(/C=C(/C#N)c2ccc(Cl)cc2)cc(Cl)c1OCC(=O)O.

Geometry as XYZ:
```
41
C19H15Cl2NO4 (wB97M-V/def2-TZVPD)
C -0.6530 4.7524 -1.6970
C -0.8327 4.6968 -0.1848
H -1.8668 4.4550 0.0847
H -0.5780 5.6630 0.2578
O 0.0652 3.7895 0.4346
C -0.1714 2.4526 0.3975
C -1.2826 1.8350 -0.1491
C -1.4193 0.4447 -0.1133
C -0.4378 -0.3219 0.5067
C 0.6769 0.2894 1.0528
C 0.8309 1.6716 1.0138
O 1.9344 2.3332 1.4842
C 2.2458 2.2272 2.8649
H 3.3123 2.0015 2.9628
H 1.6795 1.4382 3.3656
C 1.9673 3.5589 3.5891
O 2.1885 3.6951 4.7578
O 1.4757 4.5155 2.8200
H 1.3391 4.1918 1.9013
Cl 1.9051 -0.7057 1.7568
H -0.5364 -1.3924 0.5737
C -2.6087 -0.1536 -0.6965
C -2.7058 -1.3688 -1.2733
C -3.9833 -1.8109 -1.6953
N -5.0145 -2.1794 -2.0352
C -1.6051 -2.3032 -1.5638
C -0.4235 -1.8501 -2.1481
C 0.5970 -2.7324 -2.4397
C 0.4396 -4.0806 -2.1499
C -0.7366 -4.5510 -1.5867
C -1.7579 -3.6633 -1.3049
H -2.6775 -4.0249 -0.8685
H -0.8524 -5.6021 -1.3753
Cl 1.7189 -5.1835 -2.5050
H 1.5107 -2.3810 -2.8920
H -0.3084 -0.8018 -2.3793
H -3.5050 0.4537 -0.6495
H -2.0596 2.4163 -0.6192
H -1.3166 5.5043 -2.1140
H -0.8755 3.7923 -2.1561
H 0.3737 5.0173 -1.9361
```

Entry 2:
C40H34AsN2NiO2P | wB97M-V/def2-TZVPD

As for the spin multiplicity: 1. As for the total charge: 0. Its electronic energy is -5890.04985 Ha.

Geometry as XYZ:
```
81
C40H34AsN2NiO2P (wB97M-V/def2-TZVPD)
Ni -0.7500 -2.2092 -0.1865
O -1.9363 -3.2174 0.9285
C -2.8263 -4.1159 0.7328
C -3.6683 -4.5412 1.7937
C -4.5724 -5.5568 1.6295
C -4.6822 -6.2382 0.4137
C -3.9096 -5.8405 -0.6467
C -3.0056 -4.7732 -0.5340
C -2.2397 -4.4183 -1.6751
N -1.3531 -3.4739 -1.7311
N -0.6851 -3.3189 -2.8762
C 0.3368 -2.4829 -2.8239
O 0.7285 -1.9315 -1.7561
C 1.0051 -2.2731 -4.1286
C 1.0280 -3.3214 -5.0468
C 1.6420 -3.1571 -6.2736
C 2.2292 -1.9436 -6.5972
C 2.1997 -0.8946 -5.6925
C 1.5972 -1.0592 -4.4573
H -3.5825 -4.0252 2.7385
H -5.2131 -5.8412 2.4504
H -5.3735 -7.0616 0.3141
H -3.9986 -6.3473 -1.5977
H -2.3885 -5.0149 -2.5760
H 0.5630 -4.2574 -4.7784
H 1.6619 -3.9705 -6.9842
H 2.7082 -1.8148 -7.5561
H 2.6511 0.0535 -5.9514
H 1.5671 -0.2483 -3.7459
C -0.1902 1.2176 1.3592
C -0.3844 0.7609 2.7873
As -0.6555 2.3027 4.0324
C -1.8982 3.2559 2.8353
C -3.2386 2.8916 2.9207
C -4.1818 3.4366 2.0681
C -3.7970 4.3688 1.1190
C -2.4667 4.7392 1.0225
C -1.5249 4.1840 1.8718
C 0.9786 3.3264 3.6688
C 2.1738 2.7356 3.2785
C 3.3013 3.5032 3.0415
C 3.2612 4.8739 3.2278
C 2.0904 5.4718 3.6652
C 0.9632 4.7022 3.8863
P 0.1492 -0.1509 0.1477
C 0.5423 0.9583 -1.2422
C 1.8180 1.2164 -1.7252
C 1.9931 2.1239 -2.7595
C 0.9023 2.7455 -3.3419
C -0.3761 2.4532 -2.8938
C -0.5543 1.5708 -1.8460
C 1.6885 -0.7763 0.9162
C 2.8310 -0.0378 1.2099
C 3.8674 -0.6217 1.9209
C 3.7728 -1.9338 2.3564
C 2.6377 -2.6755 2.0715
C 1.6044 -2.0941 1.3641
H 0.6527 1.9161 1.3001
H -1.0802 1.7385 0.9983
H 0.4778 0.1845 3.1361
H -1.2599 0.1115 2.8753
H -3.5407 2.1621 3.6646
H -5.2171 3.1354 2.1408
H -4.5309 4.8049 0.4566
H -2.1576 5.4586 0.2772
H -0.4867 4.4749 1.7734
H 2.2313 1.6607 3.1630
H 4.2153 3.0299 2.7097
H 4.1417 5.4732 3.0475
H 2.0580 6.5393 3.8311
H 0.0461 5.1695 4.2300
H 2.6664 0.6797 -1.3275
H 2.9871 2.3374 -3.1242
H 1.0434 3.4440 -4.1529
H -1.2310 2.8976 -3.3808
H -1.5526 1.3334 -1.4977
H 2.9146 0.9931 0.8943
H 4.7572 -0.0501 2.1496
H 4.5763 -2.3770 2.9267
H 2.5580 -3.6987 2.4080
H 0.6900 -2.6724 1.1526
```

Entry 3:
C19H30N2O7S2 | wB97M-V/def2-TZVPD

As for the spin multiplicity: 1. As for the total charge: 0. Its electronic energy is -2174.53951 Ha.

Geometry as XYZ:
```
60
C19H30N2O7S2 (wB97M-V/def2-TZVPD)
C 1.3981 -1.5988 2.8220
O 1.3932 -2.6605 1.8934
C 0.2861 -2.6062 1.0045
C 0.6887 -3.0960 -0.3820
C 2.1053 -2.7019 -0.8254
C 2.4415 -1.2056 -0.6521
C 2.3641 -0.3619 -1.9449
C 1.3098 0.7235 -1.9633
C 0.1590 0.5713 -1.2653
C -0.8402 1.5688 -1.3014
N -2.0107 1.5573 -0.6512
S -2.7515 2.9233 -1.0455
N -1.6685 3.6046 -2.0154
C -0.6409 2.7470 -2.0735
C 0.5642 2.9066 -2.7959
C 1.5145 1.9355 -2.7402
C 2.7983 2.1664 -3.5031
C 3.9907 2.6466 -2.6388
C 3.6169 3.6344 -1.5190
S 3.9961 3.0454 0.0949
O 3.9451 4.1345 1.0245
O 3.2109 1.8880 0.4061
O 5.5117 2.6157 -0.1430
H 1.5829 -0.6379 2.3255
H 0.4473 -1.5213 3.3594
H 2.2063 -1.7698 3.5299
H -0.1475 -1.6010 1.0019
H -0.4942 -3.2699 1.3962
H 0.6301 -4.1878 -0.3738
H -0.0325 -2.7677 -1.1359
H 2.8301 -3.2953 -0.2727
H 2.1857 -2.9326 -1.8901
H 3.4750 -1.1449 -0.3068
H 1.8577 -0.7484 0.1414
H 2.2089 -1.0142 -2.8112
H 3.3349 0.1006 -2.1064
H -0.0089 -0.3138 -0.6696
H 0.7413 3.8054 -3.3739
H 2.6140 2.8322 -4.3460
H 3.0970 1.2149 -3.9504
H 4.4890 1.7750 -2.2218
H 4.7001 3.1401 -3.3018
H 4.1608 4.5713 -1.6353
H 2.5561 3.8771 -1.4804
H 5.8936 2.4167 0.7271
C -3.9736 -0.1348 1.2935
C -4.9915 0.2289 2.3513
O -6.1182 -0.6660 2.3548
C -5.9072 -1.8450 2.9321
O -4.8912 -2.2075 3.4662
O -7.0270 -2.5639 2.8284
C -6.9278 -3.8873 3.3585
H -4.4440 -0.1951 0.3112
H -3.1817 0.6048 1.2559
H -3.5252 -1.1056 1.5071
H -5.4158 1.2109 2.1491
H -4.5442 0.2572 3.3448
H -6.5669 -3.8698 4.3844
H -6.2640 -4.4922 2.7426
H -7.9315 -4.3011 3.3290
```

Entry 4:
C25H45BrO8S5 | wB97M-V/def2-TZVPD

As for the spin multiplicity: 1. As for the total charge: 0. Its electronic energy is -6146.04969 Ha.

Geometry as XYZ:
```
84
C25H45BrO8S5 (wB97M-V/def2-TZVPD)
C -1.8164 -3.4326 -4.2627
O -1.3582 -2.0720 -4.3714
C 0.1075 -2.0170 -4.3276
C 0.7004 -2.2336 -2.8528
C 1.8353 -1.1522 -2.4469
C 1.3139 -0.1315 -1.3240
C 1.8508 -0.4138 0.1515
C 2.9996 -1.3946 0.5173
C 3.5089 -1.6346 1.9838
C 2.8103 -0.8678 3.1280
C 1.6704 0.1229 2.8059
C 1.1858 0.3815 1.3279
C 0.0388 1.4536 1.1525
O -0.2279 2.0842 0.0954
C -0.8651 1.8395 2.4362
Br -2.6257 2.7166 2.0607
C -0.4502 1.6133 3.7675
C 0.9582 0.9108 4.0181
O 1.4327 0.9812 5.1787
H -2.9675 -3.4706 -4.3260
H -1.4335 -4.1249 -5.0990
H -1.5393 -3.9358 -3.2592
H 0.4676 -2.8626 -5.0214
H 0.4000 -1.0337 -4.8208
H 1.2009 -3.2704 -2.8094
H -0.1815 -2.2403 -2.1289
H 2.0066 -0.5198 -3.4008
H 2.8337 -1.6510 -2.2238
H 0.1613 -0.1778 -1.2709
H 1.6380 0.9392 -1.5935
H 3.5555 -1.9859 -0.2879
H 4.3690 -2.3803 2.1648
H 3.1960 -1.0595 4.1904
H -1.1636 1.9503 4.6024
C -2.2527 6.4343 3.1034
S -2.7667 6.8704 4.7776
O -2.7551 5.6155 5.5892
C -4.4854 7.2283 4.3542
H -1.2043 6.1347 3.1304
H -2.8572 5.6046 2.7321
H -2.3637 7.3015 2.4499
H -4.9483 6.3483 3.9036
H -4.5215 8.0693 3.6595
H -5.0191 7.4910 5.2683
C -3.6178 3.0607 7.0659
S -3.2427 1.2987 7.1696
O -3.3307 0.7397 5.7853
C -4.7576 0.8365 8.0381
H -2.8134 3.5541 6.5203
H -4.5599 3.2107 6.5355
H -3.6822 3.4798 8.0717
H -5.6281 1.1259 7.4465
H -4.7837 1.3296 9.0114
H -4.7587 -0.2448 8.1802
C -3.3866 2.1206 -3.3610
S -2.8728 0.9024 -4.5915
O -2.6142 1.6361 -5.8683
C -4.4850 0.1029 -4.7429
H -2.5361 2.7655 -3.1371
H -4.2065 2.7246 -3.7545
H -3.7011 1.6079 -2.4501
H -5.2354 0.8342 -5.0492
H -4.7620 -0.3416 -3.7854
H -4.4122 -0.6806 -5.4981
C 3.8551 -1.1736 -8.3081
S 2.4408 -0.6556 -7.3119
O 2.5358 -1.3613 -5.9976
C 1.1955 -1.5142 -8.2982
H 4.7630 -0.7781 -7.8513
H 3.9094 -2.2634 -8.3389
H 3.7547 -0.7735 -9.3186
H 1.4177 -2.5825 -8.3294
H 1.1846 -1.1027 -9.3089
H 0.2204 -1.3596 -7.8341
C 7.5107 -5.5611 2.5007
S 6.0512 -4.5892 2.0719
O 6.0367 -3.3857 2.9592
C 4.8477 -5.7628 2.7315
H 8.3985 -4.9979 2.2107
H 7.5326 -5.7444 3.5765
H 7.4898 -6.5079 1.9584
H 5.0380 -5.9333 3.7927
H 4.9168 -6.7027 2.1813
H 3.8493 -5.3419 2.6050
```